{"formula": "BH3OS", "method": "wB97M-V/def2-TZVPD", "largest_force_ev_per_a": 1.433, "multiplicity": 1, "lumo_ha": 0.0199, "smiles": "B=O.S", "relative_energy_ev": 0.988, "elements": ["B", "O", "S", "H", "H", "H"], "xyz": [[1.823607, 0.077892, -0.083024], [0.783089, 0.539760, -0.476517], [-2.019631, -0.590348, 0.450268], [2.836431, -0.236598, 0.456435], [-0.875187, 0.065382, 0.258077], [-2.548307, 0.143913, -0.605241]], "atomic_forces_ev_per_a": [[0.244, 0.413, 0.567], [0.709, -0.181, -0.214], [-0.819, 0.674, -0.964], [-0.462, -0.071, -0.485], [0.095, -0.083, 0.179], [0.233, -0.751, 0.916]]}



{"formula": "C21H23F10N8PV", "method": "wB97M-V/def2-TZVPD", "largest_force_ev_per_a": 3.302, "multiplicity": 4, "lumo_ha": [0.0120, 0.0114], "s_squared": 3.767, "elements": ["V", "C", "N", "C", "C", "N", "C", "C", "F", "C", "F", "C", "F", "C", "F", "C", "F", "C", "C", "N", "C", "C", "F", "C", "F", "C", "F", "C", "F", "C", "F", "H", "H", "H", "H", "H", "H", "H", "H", "H", "H", "H", "C", "P", "C", "C", "H", "H", "H", "H", "H", "H", "H", "H", "H", "N", "N", "N", "C", "N", "N", "H", "H", "H"], "xyz": [[9.800053, 10.426715, 8.045826], [9.294361, 13.149003, 6.946562], [10.044560, 12.533797, 8.098208], [9.456697, 13.059215, 9.382041], [9.311368, 11.946541, 10.434063], [9.707832, 10.622293, 9.898989], [9.812331, 9.705157, 10.916641], [8.859056, 8.683779, 11.178939], [7.584375, 8.791104, 10.724677], [9.260387, 7.572311, 11.874711], [8.557981, 6.411129, 11.796684], [10.347240, 7.727116, 12.773784], [10.675441, 6.739014, 13.614825], [11.071343, 8.898945, 12.804778], [12.116167, 9.042185, 13.652356], [10.859158, 9.849721, 11.870021], [11.711774, 10.910643, 11.778324], [11.500847, 12.860574, 7.965434], [12.342311, 11.596252, 7.889404], [11.579145, 10.471712, 7.306031], [12.408166, 9.394757, 6.976183], [13.506040, 8.935439, 7.773984], [13.705371, 9.456610, 9.048234], [14.309790, 7.916939, 7.368722], [15.456624, 7.652906, 8.059088], [13.962310, 7.139855, 6.279314], [14.728375, 6.070206, 5.962995], [12.965901, 7.577088, 5.419590], [12.686720, 6.881092, 4.298060], [12.321660, 8.788938, 5.687831], [11.754103, 9.392239, 4.612288], [9.557222, 14.222313, 6.912045], [9.586048, 12.699310, 5.993265], [8.209763, 13.055312, 7.042087], [10.099505, 13.910000, 9.690402], [8.490473, 13.513436, 9.175262], [9.978457, 12.216976, 11.286288], [8.288130, 11.906298, 10.794151], [11.626168, 13.475861, 7.042747], [11.844716, 13.433888, 8.841033], [13.207489, 11.873700, 7.258865], [12.779463, 11.290061, 8.844016], [6.799275, 10.504091, 5.618730], [7.198218, 10.365785, 7.418078], [5.971420, 11.537629, 8.174664], [6.356627, 8.757396, 7.777312], [5.717192, 10.608702, 5.431137], [7.172524, 9.623473, 5.087859], [7.290378, 11.421590, 5.212560], [4.928031, 11.263633, 7.942558], [6.155216, 12.557795, 7.738597], [6.084297, 11.643596, 9.262111], [5.398534, 8.682835, 7.245197], [6.144469, 8.611162, 8.845580], [7.032582, 7.934022, 7.440000], [11.209227, 5.457403, 8.784686], [10.649705, 6.541945, 8.149090], [9.996690, 6.508204, 6.947286], [9.452864, 7.746594, 6.875926], [9.837118, 8.485542, 7.932623], [10.615999, 7.792346, 8.724446], [11.170895, 4.549020, 8.298356], [11.683959, 5.612604, 9.660505], [8.849665, 8.031256, 6.003886]], "atomic_forces_ev_per_a": [[-1.923, 1.087, -2.455], [0.716, 0.449, 0.259], [-1.009, 1.335, -0.331], [0.532, 0.212, -0.534], [1.395, 0.163, 0.328], [-1.051, 1.173, 2.856], [-0.015, 0.695, 1.176], [0.709, 0.819, -0.699], [0.809, -0.379, -0.509], [0.339, -0.420, 1.385], [0.357, 0.743, 0.479], [-1.026, -0.871, -0.565], [-0.007, -0.185, -0.067], [1.259, -0.441, 0.936], [-0.525, -0.308, -0.161], [-0.601, 0.853, -1.781], [-0.555, -0.905, 0.085], [-0.236, -0.031, -0.136], [0.656, -0.150, -0.517], [2.170, 0.091, -0.554], [0.629, 0.630, -0.663], [-1.587, 1.154, 1.003], [-0.040, -0.683, -1.667], [1.331, -0.662, 0.677], [-1.064, -0.174, -0.386], [0.623, -0.332, -0.706], [-0.455, 0.374, 0.105], [-0.100, 0.068, 0.035], [0.314, 0.461, 0.424], [0.507, -0.269, 0.358], [-0.569, -0.285, 0.978], [-0.275, -0.208, -0.130], [0.161, -0.080, 0.228], [0.251, -0.115, 0.261], [-0.354, -0.564, 0.268], [-0.160, -0.160, -0.174], [-0.639, -0.200, -0.338], [-0.333, 0.113, 0.168], [0.012, -0.431, 0.698], [-0.229, 0.034, -0.415], [-0.088, -0.296, 0.022], [-0.398, 0.491, 0.111], [-0.044, 0.963, -0.056], [-0.277, -0.227, 0.531], [0.049, 0.959, -0.582], [0.310, -0.516, -0.134], [0.331, -0.176, 0.145], [0.017, 0.179, 0.038], [-0.246, -0.769, 0.192], [0.401, 0.016, 0.054], [-0.218, -0.839, 0.364], [0.111, -0.283, -0.295], [0.256, 0.056, -0.026], [0.310, 0.185, -0.306], [-0.719, 0.522, 0.322], [-0.439, -0.346, -1.095], [-0.876, 2.312, -1.034], [0.225, 0.093, 2.180], [1.379, -1.931, 0.260], [-0.187, -1.554, -0.700], [-0.317, -3.062, -0.778], [0.038, 1.274, 0.432], [-0.126, 0.239, -0.321], [0.492, 0.110, 0.757]]}



{"formula": "C2H6O", "method": "wB97M-V/def2-TZVPD", "largest_force_ev_per_a": 1.512, "multiplicity": 1, "lumo_ha": 0.0291, "smiles": "C=C.O", "relative_energy_ev": 0.767, "elements": ["C", "C", "H", "H", "H", "H", "O", "H", "H"], "xyz": [[0.000000, 0.000000, 0.000000], [-1.234066, -0.132395, 0.445968], [0.366813, -0.582883, -0.852589], [0.693275, 0.706986, 0.469841], [-1.895288, -0.864735, -0.031168], [-1.619264, 0.410613, 1.316590], [-1.321434, 1.636072, 2.902474], [-1.805253, 1.832195, 3.736564], [-1.298519, 2.494141, 2.421396]], "atomic_forces_ev_per_a": [[0.580, 0.252, -0.139], [-0.688, -0.474, 0.122], [-0.089, 0.274, 0.351], [-0.178, -0.310, -0.220], [0.124, 0.318, 0.168], [0.237, -0.324, -0.580], [-0.480, 1.285, 0.637], [0.525, -0.165, -0.870], [-0.032, -0.856, 0.530]]}